A 14-piece molecular cluster, C27H19Cl53N2O6PS overall in a non-equilibrium geometry. Source: the OMol25 dataset; level of theory: the ωB97M-V functional and the def2-TZVPD basis.

## Properties
* strongest force on any atom: 0.060 hartree/bohr
* LUMO energy: -4.733 eV
* frontier orbital gap: 7.333 eV
* HOMO energy: -12.1 eV
* M: 2409.5 Da

```
! wB97M-V def2-TZVPD RIJCOSX def2/J DEFGRID3
* xyz 1 1
C 1.72570 3.13017 0.11876
C 1.95098 3.43377 1.62903
S 3.71120 3.68773 2.03586
C 4.23154 2.27360 3.09024
C 3.44667 1.01689 2.78321
C 2.45893 0.63191 3.69268
C 2.18556 1.36637 4.96760
C 1.75800 -0.52091 3.32815
C 0.65068 -1.09697 4.15582
C -0.60447 -0.21138 4.10593
O -0.63804 0.89030 4.57064
O -1.74810 -0.72690 3.50548
C -1.87666 -0.36270 2.14813
C -1.01166 0.68929 1.47794
O -2.74247 -0.89953 1.52545
C 2.17682 -1.10200 2.11977
P 1.28810 -2.70392 1.63982
O 2.26440 -3.37109 0.51550
O -0.01686 -2.16981 0.79542
N 3.08640 -0.69516 1.29736
N 3.73909 0.39552 1.65564
C 4.79776 0.86157 0.74243
C 4.86930 -0.15005 -0.42048
O 5.45432 -1.18329 -0.33351
Cl 3.99879 0.27048 -1.90648
H 1.53359 2.06277 -0.02812
H 2.58594 3.42895 -0.47947
H 0.83953 3.66910 -0.21796
H 1.50551 2.61558 2.19711
H 1.44353 4.37172 1.84718
H 5.29933 2.10354 2.94123
H 4.11513 2.58217 4.12290
H 1.60932 0.73754 5.63411
H 3.15026 1.52084 5.46274
H 1.72102 2.33876 4.80628
H 0.34553 -2.08138 3.79741
H 0.98829 -1.21898 5.18811
H -1.68240 1.26137 0.83700
H -0.52482 1.39550 2.15391
H -0.27029 0.23193 0.82168
H 2.36111 -2.75291 -0.22786
H -0.61554 -2.92575 0.70186
H 4.57227 1.85146 0.34920
H 5.78097 0.81922 1.20816
C -0.00775 2.19433 8.64152
Cl -1.19573 3.32991 9.27930
Cl 1.56410 2.99370 8.49463
Cl 0.15064 0.81537 9.74586
Cl -0.51916 1.63197 7.04075
C 2.52726 3.16495 -4.93197
Cl 4.02167 3.39948 -5.83660
Cl 2.03533 1.46742 -5.02581
Cl 2.78650 3.61130 -3.23483
Cl 1.25669 4.18147 -5.61666
C 0.21121 -1.82844 -2.95868
Cl -0.84265 -0.47651 -2.53851
Cl 0.57055 -1.78105 -4.68057
Cl 1.72719 -1.69650 -2.04200
Cl -0.58989 -3.34850 -2.54246
C 4.28636 0.27050 9.87383
Cl 3.22699 -0.90425 10.65617
Cl 3.93557 0.30661 8.13144
Cl 4.01843 1.87345 10.57040
Cl 5.96837 -0.20337 10.11644
C -2.66890 -2.06859 7.53965
Cl -1.67809 -1.05787 8.59629
Cl -4.36472 -1.95172 8.00652
Cl -2.47605 -1.49215 5.87113
Cl -2.13837 -3.75241 7.65443
C -1.62332 -4.41597 -7.40867
Cl -0.11591 -4.16423 -8.30038
Cl -2.11824 -6.10567 -7.55427
Cl -1.36834 -4.00649 -5.70639
Cl -2.87742 -3.36320 -8.06528
C -6.11845 0.34435 4.89352
Cl -4.44358 0.45379 4.33160
Cl -6.65853 -1.33324 4.76693
Cl -6.20802 0.87055 6.57848
Cl -7.15943 1.37850 3.90553
C -6.44615 0.91401 -0.28461
Cl -5.95618 0.28262 1.28958
Cl -6.91761 2.61334 -0.10953
Cl -5.10321 0.80385 -1.43168
Cl -7.81836 -0.01633 -0.89326
C -1.88934 0.49394 -9.37910
Cl -1.12873 -0.19851 -7.93738
Cl -2.35766 2.16537 -9.04687
Cl -0.74429 0.45750 -10.72301
Cl -3.32697 -0.44621 -9.80354
C -4.72768 -6.58002 -10.53893
Cl -5.83573 -5.62074 -9.54919
Cl -3.26186 -5.64442 -10.85292
Cl -4.30724 -8.06755 -9.67829
Cl -5.50692 -6.98837 -12.07028
C 5.98841 5.78164 -8.79107
Cl 7.11616 6.76592 -7.85141
Cl 4.40400 5.79079 -8.00617
Cl 5.84531 6.44187 -10.42221
Cl 6.58704 4.11863 -8.87653
C -1.07801 -6.35504 0.05218
Cl 0.22754 -5.17648 0.30525
Cl -1.11552 -6.82044 -1.64981
Cl -0.78829 -7.77731 1.05325
Cl -2.62093 -5.61245 0.49998
C -4.45643 2.97517 -4.78187
Cl -2.71126 2.74429 -4.57541
Cl -4.73730 4.29219 -5.92459
Cl -5.17519 1.48746 -5.40626
Cl -5.18615 3.37248 -3.22350
*
```